The following is a quantum chemistry calculation of C56H51Cl4CoN4Si as an isolated structure, from OMol25.

The geometry in XYZ format:
```
117
Properties=species:S:1:pos:R:3:forces:R:3
Co -0.255 -0.859 -0.452 0.1 0.4 0.3
Cl 0.340 0.905 -9.661 0.0 0.0 -0.1
C 0.332 0.584 -7.959 0.0 -0.1 0.1
C -0.196 -0.610 -7.494 0.0 0.1 -0.1
C -0.227 -0.844 -6.131 0.1 0.1 0.0
C 0.267 0.097 -5.233 0.1 0.0 -0.2
C 0.816 1.277 -5.721 -0.1 -0.2 0.0
C 0.854 1.521 -7.082 0.0 0.0 -0.2
C 0.168 -0.149 -3.777 -0.8 0.2 0.7
C 1.164 -0.838 -3.120 0.1 0.1 0.4
C 2.338 -1.339 -3.766 0.3 -0.1 0.2
C 3.137 -1.835 -2.792 -0.2 0.1 -0.4
C 2.440 -1.651 -1.553 -0.2 0.0 0.1
C 2.923 -2.076 -0.325 -1.1 -0.1 0.6
C 4.273 -2.659 -0.266 0.3 0.0 0.0
C 5.393 -1.879 -0.541 -0.2 -0.2 0.2
C 6.657 -2.435 -0.516 0.2 -0.1 0.0
C 6.802 -3.789 -0.253 -0.1 0.1 0.1
Cl 8.388 -4.485 -0.246 0.1 -0.1 0.0
C 5.699 -4.585 0.017 0.2 0.0 0.0
C 4.443 -4.011 0.025 0.0 0.2 -0.1
C 2.106 -2.132 0.823 0.2 0.3 -1.3
N 0.754 -1.901 0.846 0.1 0.0 0.2
C 0.335 -2.405 2.057 -1.2 0.2 -0.4
C -1.009 -2.576 2.436 0.8 0.3 -0.6
C -1.316 -3.330 3.672 -0.1 -0.1 0.2
C -1.854 -4.611 3.592 0.1 0.1 0.0
C -2.153 -5.332 4.733 0.0 0.0 0.1
C -1.933 -4.762 5.977 0.1 0.1 -0.2
Cl -2.298 -5.658 7.411 -0.1 -0.1 0.1
C -1.414 -3.482 6.080 0.0 -0.1 0.1
C -1.102 -2.777 4.931 0.0 -0.1 -0.2
C -2.050 -2.038 1.699 0.1 0.3 -0.2
C -3.411 -2.036 2.148 -0.3 0.3 -0.2
C -4.091 -1.193 1.337 0.2 -0.3 0.3
C -3.155 -0.706 0.369 0.2 0.0 0.0
N -1.912 -1.242 0.588 0.3 0.3 0.0
C -3.486 0.186 -0.634 0.8 -0.1 -0.6
C -2.603 0.509 -1.681 -0.1 -0.7 1.0
C -3.016 1.193 -2.846 0.6 0.2 -1.1
C -2.007 1.046 -3.762 -1.2 0.5 0.4
C -0.989 0.305 -3.123 1.0 -0.7 0.2
N -1.336 0.001 -1.828 -0.1 0.2 0.0
C -4.873 0.687 -0.767 -0.3 0.1 0.1
C -5.851 -0.123 -1.338 0.1 0.1 0.1
C -7.120 0.367 -1.582 -0.1 0.1 0.0
C -7.423 1.675 -1.238 0.3 -0.1 0.1
Cl -8.993 2.308 -1.583 -0.2 0.1 0.0
C -6.475 2.483 -0.634 -0.2 0.1 -0.1
C -5.204 1.988 -0.406 0.0 -0.1 0.0
C 1.433 -2.839 2.830 1.4 -0.1 -0.3
C 2.552 -2.643 2.060 -0.6 -0.4 1.2
N 1.224 -1.059 -1.765 -0.1 0.1 0.2
H -0.586 -1.340 -8.188 0.0 0.0 -0.1
H -0.644 -1.768 -5.760 -0.1 -0.1 0.1
H 1.210 2.009 -5.033 0.0 0.1 0.1
H 1.287 2.433 -7.462 0.0 0.1 -0.1
H 2.499 -1.306 -4.826 0.1 0.0 -0.2
H 4.095 -2.306 -2.890 0.2 -0.1 -0.1
H 5.267 -0.829 -0.747 0.0 0.2 -0.1
H 7.528 -1.826 -0.696 0.1 0.0 -0.1
H 5.822 -5.638 0.217 0.1 -0.1 0.0
H 3.577 -4.618 0.237 -0.1 -0.1 0.0
H -2.026 -5.056 2.624 0.0 0.0 -0.1
H -2.554 -6.331 4.659 0.0 -0.1 0.0
H -1.254 -3.045 7.053 0.0 0.0 0.1
H -0.695 -1.781 5.011 0.1 0.2 0.0
H -3.774 -2.569 3.003 -0.1 -0.2 0.2
H -5.125 -0.918 1.378 -0.3 0.1 0.0
H -3.960 1.685 -2.969 -0.2 0.1 -0.1
H -1.975 1.404 -4.773 0.0 0.0 -0.2
H -5.600 -1.137 -1.615 0.0 -0.1 -0.1
H -7.867 -0.252 -2.052 -0.1 -0.1 0.0
H -6.723 3.498 -0.365 -0.1 0.1 0.0
H -4.461 2.623 0.053 0.1 0.0 0.0
H 1.382 -3.245 3.820 0.0 -0.1 0.2
H 3.573 -2.834 2.318 0.2 -0.1 0.1
C -1.857 3.232 0.537 0.2 -0.2 0.1
C -0.385 3.390 0.158 0.1 -0.5 0.0
C -0.308 3.364 -1.371 0.2 -0.2 0.1
C 0.079 4.773 0.624 0.2 -0.3 0.1
Si 0.669 1.907 0.966 -0.1 0.2 0.2
C 0.212 1.683 2.893 0.0 -0.2 -0.4
C 1.250 0.800 3.589 0.0 0.1 -0.3
C -1.138 0.982 3.050 0.1 0.0 -0.3
C 0.142 3.011 3.652 0.0 0.0 -0.3
C 2.610 2.264 0.739 -0.3 -0.4 -0.1
C 3.414 0.978 0.930 -0.3 0.0 0.0
C 2.905 2.737 -0.687 -0.2 0.0 0.1
C 3.147 3.312 1.720 -0.4 -0.1 0.1
H -2.459 3.957 -0.012 -0.1 0.1 -0.1
H -2.019 3.411 1.596 -0.1 0.0 0.1
H -2.206 2.234 0.285 -0.1 -0.1 0.0
H -1.000 4.096 -1.790 -0.1 0.1 0.0
H -0.574 2.388 -1.760 -0.1 -0.2 -0.1
H 0.685 3.612 -1.728 0.1 0.0 -0.1
H -0.589 5.531 0.213 -0.1 0.1 -0.1
H 1.081 4.993 0.268 0.2 0.1 0.0
H 0.064 4.866 1.704 0.0 0.1 0.2
H 1.339 -0.161 3.090 0.1 -0.2 0.0
H 0.949 0.614 4.622 -0.1 0.0 0.1
H 2.227 1.275 3.621 0.2 0.0 0.0
H -1.088 -0.011 2.624 -0.1 -0.1 0.0
H -1.940 1.522 2.559 -0.2 0.0 -0.1
H -1.394 0.888 4.105 0.0 0.0 0.2
H 1.041 3.608 3.523 0.1 0.2 0.0
H 0.030 2.806 4.718 0.0 -0.1 0.1
H -0.720 3.596 3.342 -0.1 0.2 0.0
H 3.139 0.256 0.168 0.0 -0.1 -0.1
H 3.253 0.523 1.901 0.0 -0.1 0.1
H 4.480 1.190 0.833 0.2 0.1 0.0
H 2.448 2.069 -1.414 0.0 0.0 -0.2
H 3.982 2.738 -0.862 0.2 0.0 0.0
H 2.551 3.750 -0.856 -0.1 0.1 -0.1
H 3.134 2.941 2.741 0.0 0.0 0.1
H 2.583 4.239 1.681 0.0 0.2 0.1
H 4.184 3.541 1.472 0.1 0.0 -0.1
```
Positions in Å, forces in eV/Å.

- LUMO level: -1.3430 eV
- Charge: 0
- HOMO level: -7.17 eV
- 2S+1: 1
- Kohn-Sham gap: 0.21415 Eh

---

The following is a quantum chemistry calculation of C56H54AlClGe2NO3S4 as an isolated structure, from OMol25.

The geometry in XYZ format:
```
122
Properties=species:S:1:pos:R:3:forces:R:3
Al 0.198 3.298 0.359 0.7 -1.1 0.6
C 3.536 -1.901 5.841 0.0 0.0 0.0
C 2.159 -1.788 5.255 0.0 0.0 0.0
C 1.426 -0.619 5.371 0.1 -0.1 0.0
C 0.136 -0.514 4.869 0.0 -0.1 0.0
C -0.651 0.744 5.073 0.0 0.1 -0.1
C -0.416 -1.608 4.204 0.2 0.1 0.2
C 0.298 -2.803 4.095 0.0 0.0 0.0
C -0.327 -3.986 3.423 0.0 0.0 0.0
C 1.577 -2.877 4.619 0.0 0.1 0.0
C -1.813 -1.550 3.719 -0.1 -0.1 0.1
C -2.803 -2.039 4.569 0.0 0.0 0.0
C -4.132 -2.007 4.197 0.0 0.0 0.1
C -4.481 -1.483 2.967 0.0 0.0 -0.1
C -3.511 -0.979 2.108 -0.1 -0.1 0.1
C -2.167 -1.025 2.483 0.8 0.4 -0.6
Ge -0.830 -0.084 1.283 0.1 0.2 -0.3
S -1.210 2.074 1.625 -0.1 -0.4 0.0
S -0.898 -0.697 -0.917 0.3 0.3 0.4
Ge 1.243 0.097 -0.875 -0.3 -0.3 0.2
S 1.070 2.237 -1.447 0.0 -0.4 0.0
S 1.450 -0.372 1.373 -0.5 0.2 -0.4
C 2.571 -0.909 -2.036 -0.7 0.6 0.6
C 2.454 -2.284 -2.230 0.1 -0.2 -0.1
C 3.348 -2.946 -3.067 0.0 0.0 0.0
C 4.368 -2.265 -3.699 0.0 0.0 0.0
C 4.503 -0.910 -3.479 0.0 0.0 0.0
C 3.615 -0.225 -2.654 0.2 -0.1 -0.2
C 3.917 1.207 -2.448 0.3 0.3 0.0
C 4.609 1.600 -1.303 0.0 0.0 -0.2
C 4.941 0.608 -0.229 -0.1 0.0 0.1
C 4.996 2.925 -1.173 -0.1 0.1 0.0
C 4.711 3.859 -2.154 0.0 0.0 0.0
C 5.111 5.295 -1.998 -0.1 0.0 0.0
C 4.028 3.445 -3.289 0.0 -0.1 0.0
C 3.629 2.131 -3.454 0.1 0.0 0.0
C 2.859 1.716 -4.673 0.1 0.0 0.0
C 1.464 -3.143 -1.538 -0.1 -0.3 0.1
C 1.799 -3.714 -0.310 0.0 0.1 -0.1
C 3.094 -3.403 0.380 0.0 0.0 0.0
C 0.911 -4.598 0.288 -0.1 0.0 -0.1
C -0.299 -4.920 -0.302 0.1 -0.1 0.0
C -1.270 -5.847 0.367 0.0 0.1 0.0
C -0.599 -4.370 -1.541 0.1 0.0 0.0
C 0.274 -3.504 -2.177 0.0 -0.1 0.1
C -0.049 -2.956 -3.534 0.0 0.0 0.1
C -3.925 -0.364 0.824 -0.2 0.1 -0.2
C -4.308 0.978 0.792 0.0 -0.1 0.0
C -4.450 1.784 2.048 0.0 0.0 0.0
C -4.623 1.554 -0.430 0.0 -0.1 0.0
C -4.612 0.821 -1.605 -0.1 0.0 0.1
C -4.922 1.490 -2.909 0.1 0.0 0.0
C -4.311 -0.533 -1.540 0.0 0.0 0.1
C -3.967 -1.135 -0.340 -0.2 0.0 0.0
C -3.675 -2.604 -0.271 0.0 0.1 0.0
H 3.883 -0.939 6.209 0.1 0.1 0.0
H 4.244 -2.260 5.096 0.1 0.0 0.0
H 3.539 -2.609 6.672 0.1 0.0 0.0
H 1.861 0.234 5.873 0.1 0.1 0.1
H -0.183 1.371 5.830 0.0 0.0 0.0
H -1.672 0.517 5.382 0.0 0.0 0.0
H -0.710 1.316 4.145 0.0 0.1 0.0
H -0.452 -3.782 2.361 -0.1 -0.1 -0.1
H -1.313 -4.197 3.836 0.0 -0.1 0.0
H 0.297 -4.868 3.545 0.0 -0.1 -0.1
H 2.131 -3.803 4.539 0.1 -0.1 0.0
H -2.512 -2.431 5.535 0.0 0.0 0.1
H -4.894 -2.371 4.873 0.0 0.0 0.0
H -5.520 -1.436 2.671 -0.1 0.0 -0.1
H 3.241 -4.014 -3.197 0.0 -0.1 0.0
H 5.066 -2.790 -4.337 0.0 0.0 0.0
H 5.314 -0.358 -3.931 0.1 0.1 -0.1
H 5.330 -0.318 -0.654 0.0 0.0 0.1
H 4.046 0.358 0.346 0.0 -0.1 0.1
H 5.675 1.023 0.459 0.0 0.0 0.1
H 5.525 3.231 -0.283 0.1 0.1 0.1
H 5.789 5.421 -1.158 0.1 0.1 0.1
H 4.228 5.905 -1.816 0.0 0.1 0.0
H 5.594 5.665 -2.901 0.0 0.1 0.0
H 3.793 4.166 -4.060 0.0 0.1 -0.1
H 2.706 2.568 -5.333 0.0 0.0 -0.1
H 1.885 1.326 -4.374 -0.1 0.0 -0.1
H 3.379 0.932 -5.224 0.0 0.0 -0.1
H 3.859 -3.096 -0.328 0.1 0.0 0.0
H 3.448 -4.271 0.933 0.1 -0.1 0.0
H 2.944 -2.588 1.091 0.0 0.0 0.0
H 1.187 -5.048 1.231 0.0 -0.1 0.1
H -0.800 -6.385 1.187 0.0 -0.1 0.1
H -1.668 -6.569 -0.344 -0.1 -0.1 0.0
H -2.111 -5.284 0.772 -0.1 0.0 0.1
H -1.533 -4.629 -2.020 -0.1 0.0 -0.1
H -0.990 -3.363 -3.900 -0.1 0.0 0.0
H 0.740 -3.195 -4.248 0.0 0.0 -0.1
H -0.137 -1.870 -3.483 0.0 0.1 -0.1
H -3.802 1.410 2.836 0.0 0.1 0.1
H -5.484 1.734 2.396 -0.1 0.0 0.1
H -4.199 2.824 1.857 0.0 0.1 0.1
H -4.876 2.605 -0.459 -0.1 0.2 0.0
H -5.589 2.335 -2.761 -0.1 0.1 -0.1
H -5.378 0.797 -3.612 -0.1 -0.1 -0.1
H -4.004 1.869 -3.357 0.1 0.0 -0.1
H -4.320 -1.123 -2.447 0.0 -0.1 -0.1
H -3.827 -3.070 -1.241 0.0 -0.1 -0.1
H -4.327 -3.079 0.463 0.0 -0.1 0.0
H -2.641 -2.763 0.034 0.1 -0.2 0.0
Cl -4.663 4.658 -5.581 -0.1 -0.1 -0.2
C -3.811 4.859 -4.086 0.2 0.0 0.2
C -2.613 4.192 -3.886 -0.1 0.0 -0.1
C -1.941 4.347 -2.687 0.0 0.0 0.2
C -2.455 5.184 -1.705 0.0 0.0 0.0
C -3.657 5.847 -1.925 0.1 -0.1 0.1
C -4.346 5.685 -3.111 0.0 -0.1 0.0
C -1.739 5.433 -0.406 -0.1 0.0 0.2
O -2.057 6.360 0.306 -0.1 0.0 0.0
O -0.781 4.601 -0.129 0.0 0.5 -0.4
H -2.200 3.565 -4.663 0.0 -0.1 -0.1
H -1.020 3.807 -2.516 0.0 0.0 0.0
H -4.041 6.484 -1.143 0.0 0.1 0.0
H -5.284 6.193 -3.275 -0.1 0.0 -0.1
O 3.544 4.732 2.380 1.3 0.6 0.7
C 2.604 4.270 1.867 -1.1 -0.5 -0.7
N 1.652 3.789 1.349 -0.4 0.1 -0.2
```
Positions in Å, forces in eV/Å.

- LUMO level: 2.3112 eV
- Relative energy (zero: lowest compared OMol25 entry of this formula, charge and spin): 74.7 kJ/mol
- Charge: -1
- HOMO level: -5.76 eV
- 2S+1: 1
- Kohn-Sham gap: 0.29679 Eh

---

The following is a quantum chemistry calculation of C56H62F10IrN3Si2 as an isolated structure, from OMol25.

The geometry in XYZ format:
```
134
Properties=species:S:1:pos:R:3:forces:R:3
Ir -0.775 1.306 0.378 -0.3 0.0 0.2
C -0.535 -2.228 3.890 0.0 0.0 0.0
C -1.591 -1.203 3.461 0.1 0.0 0.0
C -2.419 -0.807 4.688 0.0 0.0 0.0
C -2.449 -1.776 2.354 0.0 0.0 0.0
C -3.569 -2.500 2.754 0.0 0.0 0.0
C -4.378 -3.153 1.847 0.0 0.0 0.0
C -4.046 -3.088 0.511 0.0 0.0 0.0
C -2.937 -2.381 0.057 0.1 0.0 0.1
C -2.713 -2.453 -1.443 0.0 0.0 0.0
C -3.967 -2.020 -2.215 0.0 0.0 -0.1
C -2.363 -3.883 -1.885 0.0 0.0 0.0
C -2.117 -1.688 0.983 -0.2 -0.1 0.0
N -0.963 -0.945 0.528 0.3 0.2 -0.2
C -0.021 -1.724 -0.066 -0.1 0.0 0.0
C 0.784 -1.292 -1.208 -0.1 0.3 0.1
N 0.764 -0.076 -1.655 0.2 -0.3 -0.2
C 1.323 0.180 -2.946 0.0 0.0 0.0
C 0.522 -0.011 -4.089 0.0 0.0 0.0
C 1.067 0.193 -5.351 0.0 0.0 0.0
C 2.378 0.589 -5.518 0.0 0.0 0.0
C 3.148 0.819 -4.393 0.0 0.0 0.0
C 2.641 0.641 -3.109 0.0 -0.1 0.0
C 3.559 0.907 -1.938 0.0 0.0 0.0
C 4.557 2.027 -2.250 0.0 0.0 0.0
C 4.335 -0.359 -1.548 0.0 0.0 0.0
C -0.917 -0.468 -4.023 0.0 -0.1 0.0
C -1.847 0.423 -4.854 0.0 0.0 0.0
C -1.016 -1.920 -4.500 0.0 0.0 0.0
C 1.473 -2.504 -1.746 0.0 -0.1 0.0
C 2.262 -2.766 -2.835 0.0 0.0 0.0
C 2.736 -4.089 -3.027 0.0 0.0 0.0
C 2.416 -5.114 -2.176 0.0 0.0 0.0
C 1.572 -4.875 -1.061 0.0 0.0 0.0
C 1.091 -5.841 -0.137 0.0 0.0 0.0
C 0.215 -5.457 0.845 0.0 0.0 0.0
C -0.243 -4.123 0.989 0.0 0.0 0.0
C 0.228 -3.154 0.132 0.0 0.1 -0.1
C 1.138 -3.566 -0.882 0.0 0.0 0.0
H 0.042 -1.853 4.738 0.0 0.0 0.0
H 0.160 -2.458 3.087 0.0 0.0 0.0
H -1.027 -3.156 4.199 0.0 0.0 0.0
H -1.073 -0.330 3.066 -0.1 -0.1 0.0
H -2.693 -1.690 5.271 0.0 0.0 0.0
H -3.335 -0.282 4.421 0.0 0.0 0.0
H -1.839 -0.163 5.345 0.1 0.0 0.0
H -3.809 -2.554 3.807 0.0 0.0 -0.1
H -5.249 -3.705 2.177 0.0 0.0 0.0
H -4.665 -3.603 -0.214 0.0 0.0 0.0
H -1.894 -1.787 -1.705 0.0 0.1 0.0
H -4.687 -2.840 -2.271 0.0 0.0 0.0
H -3.710 -1.742 -3.237 0.0 0.0 0.0
H -4.466 -1.175 -1.755 0.0 0.0 0.0
H -3.139 -4.575 -1.547 0.0 0.0 0.0
H -1.413 -4.231 -1.490 0.1 0.0 0.0
H -2.322 -3.940 -2.972 0.0 0.0 0.0
H 0.440 0.035 -6.222 0.0 0.0 0.0
H 2.791 0.737 -6.508 0.0 0.0 0.0
H 4.170 1.151 -4.514 0.0 0.0 0.0
H 2.929 1.209 -1.097 0.0 0.0 0.0
H 5.374 1.659 -2.876 0.0 0.0 0.0
H 4.998 2.407 -1.332 0.0 0.0 0.0
H 4.083 2.861 -2.770 0.0 0.0 0.0
H 4.776 -0.815 -2.439 0.0 0.0 0.0
H 3.695 -1.102 -1.074 0.0 0.0 0.0
H 5.148 -0.119 -0.861 0.0 0.0 0.0
H -1.239 -0.404 -2.987 0.0 0.0 0.0
H -1.743 0.217 -5.923 0.0 0.0 0.0
H -1.641 1.479 -4.686 0.0 0.0 0.0
H -2.887 0.234 -4.582 0.0 0.0 0.0
H -0.563 -2.021 -5.490 0.0 0.0 0.0
H -2.058 -2.236 -4.578 0.0 0.0 0.0
H -0.496 -2.603 -3.826 0.0 0.0 0.0
H 2.529 -2.000 -3.550 0.0 0.0 0.0
H 3.366 -4.289 -3.886 0.0 0.0 0.0
H 2.790 -6.115 -2.360 0.0 0.0 0.0
H 1.403 -6.876 -0.223 0.0 0.0 0.0
H -0.163 -6.202 1.534 0.0 0.0 0.0
H -0.982 -3.907 1.746 0.0 0.0 0.0
C 2.839 4.270 -0.194 0.0 0.0 0.0
Si 2.997 3.141 1.301 0.0 0.0 0.0
C 4.420 1.911 1.197 0.0 0.0 0.0
C 3.653 4.412 2.562 0.0 0.0 0.0
C 1.429 2.232 1.761 0.0 0.0 0.0
C 0.371 3.176 2.135 0.0 -0.1 0.1
C 0.441 4.192 3.108 0.0 0.0 -0.1
C -0.644 4.990 3.380 0.0 0.0 0.0
C -1.829 4.781 2.680 0.0 0.0 0.0
C -1.870 3.764 1.762 0.0 0.0 0.0
N -0.808 2.980 1.509 -0.1 0.1 0.0
Si 1.773 1.079 3.188 0.0 0.0 0.0
C 3.161 1.458 4.440 0.0 0.0 0.0
C 2.192 -0.639 2.563 0.0 0.0 0.0
C 0.328 1.168 4.402 0.0 0.1 0.0
H 3.671 4.980 -0.206 0.0 0.0 0.0
H 1.915 4.845 -0.083 0.0 0.0 0.0
H 2.793 3.770 -1.155 0.0 0.0 0.0
H 5.305 2.345 0.730 0.0 0.0 0.0
H 4.152 1.001 0.668 0.0 0.0 0.0
H 4.707 1.628 2.208 0.0 0.0 0.0
H 4.634 4.735 2.198 0.0 0.0 0.0
H 3.788 4.028 3.573 0.0 0.0 0.1
H 3.027 5.306 2.607 0.0 0.0 0.0
H 1.367 4.307 3.650 0.0 0.0 0.0
H -0.578 5.764 4.135 0.0 0.0 0.0
H -2.711 5.383 2.847 0.0 0.0 0.0
H -2.766 3.553 1.202 0.0 0.0 0.0
H 4.182 1.444 4.064 0.0 0.0 0.0
H 3.088 0.676 5.205 0.0 0.0 0.0
H 2.997 2.410 4.949 0.0 0.0 0.0
H 3.184 -0.608 2.101 0.0 0.0 0.0
H 1.486 -0.978 1.804 0.0 0.0 0.0
H 2.227 -1.373 3.371 0.0 0.0 0.0
H 0.510 2.016 5.067 0.0 0.0 0.0
H 0.283 0.275 5.027 0.0 0.0 0.0
H -0.646 1.325 3.942 0.0 0.0 0.1
F -2.754 1.298 2.737 0.0 0.1 0.0
C -3.463 1.167 1.595 0.0 0.0 0.0
C -2.813 1.179 0.364 0.0 -0.1 -0.2
C -3.683 1.009 -0.711 0.0 0.1 0.1
F -3.232 0.930 -1.967 0.1 0.1 -0.1
C -5.060 0.910 -0.581 0.0 0.0 0.1
F -5.842 0.809 -1.667 0.0 0.0 0.0
C -5.644 0.904 0.669 0.0 0.0 0.0
F -6.970 0.787 0.805 0.0 0.0 0.0
C -4.828 1.027 1.772 0.0 0.0 0.0
F -5.359 1.014 3.003 0.0 0.0 0.0
F -0.946 1.926 -2.369 -0.1 -0.1 0.0
C -0.579 2.543 -1.208 0.2 0.0 0.0
F 0.758 2.828 -1.376 -0.1 0.0 0.0
C -1.241 3.938 -1.379 -0.1 0.0 0.0
F -0.745 4.859 -0.542 0.0 0.0 0.0
F -2.574 3.883 -1.201 0.0 0.0 0.1
F -1.034 4.404 -2.619 0.0 0.0 0.0
```
Positions in Å, forces in eV/Å.

- LUMO level (spin up / spin down): 2.1008 / 1.8309 eV
- Relative energy (zero: lowest compared OMol25 entry of this formula, charge and spin): 0.0 kJ/mol
- Charge: -1
- HOMO level (spin up / spin down): -3.86 / -5.00 eV
- 2S+1: 2
- Kohn-Sham gap (spin up / spin down): 0.21912 / 0.25121 Eh

---

no.,calculated total energy (eV)
1,-160456.3623
2,-242089.9540
3,-109321.9550